(w)
The following is a DFT calculation (ωB97M-V with the def2-TZVPD basis set) of the ion C4H10N with charge +1.

The geometry in ORCA input format:
```
! RIJCOSX wB97M-V def2-TZVPD def2/J DEFGRID3
* xyz 1 1
C 0.7177 -1.3630 0.6538
C 0.0125 -0.2582 0.5757
N -1.3256 -0.2877 1.2655
C 0.2259 0.9629 -0.2869
C 0.6121 0.6729 -1.7436
H 1.6803 -1.3979 0.1625
H 0.4736 -2.1694 1.3405
H -2.0447 -0.5580 0.5904
H -1.6282 0.5184 1.8137
H -1.2679 -1.0721 1.9247
H 1.0566 1.5031 0.1734
H -0.6317 1.6177 -0.1591
H -0.2266 0.8165 -2.4060
H 1.3867 1.3623 -2.0618
H 0.9593 -0.3474 -1.8427
*
```

Properties
Gap between HOMO and LUMO: 11.22 eV
HOMO energy: -15.00 eV

=====

(x)
The following is a DFT calculation (ωB97M-V with the def2-TZVPD basis set) of a cluster of 2 separate species, C4H10N in total.

The geometry in ORCA input format:
```
! RIJCOSX wB97M-V def2-TZVPD def2/J DEFGRID3
* xyz 1 1
C 2.6414 0.4611 0.2451
C 2.2863 -0.7224 -0.2769
H 2.1715 0.9790 1.0839
H 3.4646 1.0198 -0.1718
H 1.2580 -0.9877 -0.4912
H 3.0721 -1.3771 -0.6409
C -1.6982 -0.7980 0.7712
C -1.3118 0.9562 -0.9760
N -2.0511 0.3535 -0.1119
H -0.9321 -0.4762 1.4689
H -2.6246 -1.0476 1.2740
H -1.3556 -1.6425 0.1812
H -0.6529 0.4381 -1.6598
H -1.3602 2.0331 -0.8854
H -2.9073 0.8106 0.1896
*
```

Properties
Gap between HOMO and LUMO: 6.36 eV
HOMO energy: -12.47 eV

=====

(y)
The following is a DFT calculation (ωB97M-V with the def2-TZVPD basis set) of a cluster of 2 separate species, C4H10N in total.

The geometry in ORCA input format:
```
! RIJCOSX wB97M-V def2-TZVPD def2/J DEFGRID3
* xyz 1 1
C 2.9254 0.0090 -0.0925
N 1.6913 0.0991 -0.4130
H 3.5661 -0.6853 -0.4921
H 3.3029 0.7581 0.5933
H 0.8420 0.3983 0.1707
H 1.5054 -0.5789 -1.1981
C -1.8975 1.1150 0.6172
C -1.9426 -0.2187 -0.1230
C -0.9185 -1.1130 -0.0547
H -2.9597 1.3695 0.9987
H -1.1460 1.0828 1.3734
H -1.6125 1.8986 0.0355
H -2.8246 -0.3914 -0.7044
H -0.8681 -1.8417 -0.8482
H -0.6450 -1.4575 0.8808
*
```

Properties
Gap between HOMO and LUMO: 7.30 eV
HOMO energy: -13.02 eV

=====

Most stable to least stable: (w), (y), (x)

=====

(w)
The following is a DFT calculation (ωB97M-V with the def2-TZVPD basis set) of a cluster of 2 separate species, C4H8O3S in total.

The geometry in ORCA input format:
```
! RIJCOSX wB97M-V def2-TZVPD def2/J DEFGRID3
* xyz 0 1
C 0.6655 1.3652 1.7564
C -0.2849 -0.6820 0.8014
C -0.5817 -0.2393 -0.5981
C 0.2674 -0.4684 -1.7873
H 0.9986 1.8413 2.9218
H -0.3022 1.7756 1.5474
H 1.5542 1.4605 0.9589
H -1.4892 -0.5976 -0.9994
H -1.5249 1.0657 0.4661
H 1.3025 0.2456 -1.7474
H -0.4732 -0.3687 -2.8826
H 0.7630 -2.3078 -0.8657
O 0.3140 -0.0104 1.7546
O -1.0057 1.1247 -0.7895
O 0.3141 -1.8932 -1.7849
S -0.5174 -2.3110 1.2482
*
```

Properties
Gap between HOMO and LUMO: 7.85 eV
HOMO energy: -8.87 eV

=====

(x)
The following is a DFT calculation (ωB97M-V with the def2-TZVPD basis set) of an isolated molecule of C4H8O3S.

The geometry in ORCA input format:
```
! RIJCOSX wB97M-V def2-TZVPD def2/J DEFGRID3
* xyz 0 1
C 1.4876 0.1898 0.0146
C 0.6030 -1.1049 0.3389
C 0.7710 0.9815 -1.0799
C -0.7219 -0.4743 0.6247
O -2.0400 1.1496 -1.0210
O -0.7995 -0.2452 1.9096
O -1.7581 -1.0580 0.0402
S -0.8160 1.3786 -0.2480
H 1.5117 0.7811 0.8925
H 2.4632 -0.1141 -0.2884
H 0.4929 -1.6465 -0.6344
H 0.7898 -1.7796 1.0988
H 1.2466 2.0025 -1.1977
H 0.7158 0.4495 -2.0302
H -1.7056 -0.0473 2.1101
H -2.2405 -0.4626 -0.5296
*
```

Properties
Gap between HOMO and LUMO: 9.69 eV
HOMO energy: -8.94 eV

=====

(y)
The following is a DFT calculation (ωB97M-V with the def2-TZVPD basis set) of an isolated molecule of C4H8O3S.

The geometry in ORCA input format:
```
! RIJCOSX wB97M-V def2-TZVPD def2/J DEFGRID3
* xyz 0 1
O -0.0004 -1.2532 -1.9646
C 0.2391 -0.2345 -1.0525
C 0.4010 -0.8886 0.4252
O 1.5958 -1.3115 1.0018
C 0.1214 0.4755 0.9423
S -0.8821 0.9947 2.2661
C -0.8386 0.5973 -0.3992
O -0.9887 1.8504 -0.9587
H 0.0152 -0.9812 -2.9256
H 1.1534 0.1647 -1.3667
H -0.5270 -1.6228 0.3575
H 2.0922 -1.9364 0.3047
H 1.0149 1.0913 0.7966
H -0.0423 0.5208 3.2689
H -1.8113 0.1207 -0.1451
H -1.5427 2.4129 -0.5508
*
```

Properties
Gap between HOMO and LUMO: 9.72 eV
HOMO energy: -9.11 eV

=====

Most stable to least stable: (x), (y), (w)

=====

(w)
The following is a DFT calculation (ωB97M-V with the def2-TZVPD basis set) of a cluster of 2 separate species, C5H6ClNOS in total.

The geometry in ORCA input format:
```
! RIJCOSX wB97M-V def2-TZVPD def2/J DEFGRID3
* xyz 0 1
C -0.1733 1.7973 1.2338
C 0.7885 1.5883 0.1306
N 1.3731 1.4079 -0.8567
S 2.1569 1.3005 -2.1923
H -0.5253 2.8059 1.3674
H 0.4770 1.3911 1.9578
H -0.9560 0.9219 1.0142
C -1.1486 -1.4118 -1.0351
C -0.2456 -1.6284 0.1293
Cl -0.9202 -1.4507 1.7957
C 1.0449 -1.3053 0.1996
O 2.2250 -1.2807 0.2709
H -1.9713 -0.7100 -0.7798
H -1.6293 -2.3401 -1.3081
H -0.4960 -1.0859 -1.9273
*
```

Properties
Gap between HOMO and LUMO: 8.17 eV
HOMO energy: -8.20 eV

=====

(x)
The following is a DFT calculation (ωB97M-V with the def2-TZVPD basis set) of an isolated molecule of C5H6ClNOS.

The geometry in ORCA input format:
```
! RIJCOSX wB97M-V def2-TZVPD def2/J DEFGRID3
* xyz 0 1
C -1.2064 1.2960 -0.6019
C 0.0639 0.3706 -0.3583
C -0.3157 -0.8043 0.3554
C 0.7088 -1.7489 0.9182
C 1.3302 0.9732 -0.8224
N -1.6100 -0.8614 0.5620
O -3.6726 0.5520 0.2575
S -2.5046 0.1306 -0.3994
Cl 2.1849 1.7761 0.5715
H -1.2564 2.2242 -1.1095
H 1.3335 -2.2368 0.2238
H 0.1210 -2.3116 1.6421
H 1.5176 -1.3234 1.5856
H 1.1567 1.7150 -1.5907
H 2.1493 0.2486 -1.2337
*
```

Properties
Gap between HOMO and LUMO (alpha / beta): 8.29 / 8.29 eV
HOMO energy (alpha / beta): -9.47 / -9.47 eV

=====

Most stable to least stable: (x), (w)

=====

(w)
The following is a DFT calculation (ωB97M-V with the def2-TZVPD basis set) of a structure of composition C25H47N2O3PReS.

The geometry in ORCA input format:
```
! RIJCOSX wB97M-V def2-TZVPD def2/J DEFGRID3
* xyz 2 2
Re 0.4717 -0.3009 0.0217
C 1.1719 -2.5904 -3.4677
C 0.1676 -2.4905 -2.3306
C -1.1336 -3.2163 -2.6311
O -0.1092 -1.0776 -2.0625
C 0.7961 -3.0413 -1.0462
O 1.2040 -4.1470 -0.9269
O 0.8542 -2.1460 0.0057
H 0.7271 -2.2217 -4.3923
H 1.4559 -3.6320 -3.6094
H 2.0715 -2.0176 -3.2472
H -1.5327 -2.8866 -3.5917
H -1.8764 -3.0480 -1.8508
H -0.9419 -4.2863 -2.6959
H -0.8910 -0.7967 -2.5564
C 2.1747 0.0841 1.2544
C 2.6593 1.4848 1.4692
C 3.5722 2.0438 0.5697
C 4.0275 3.3411 0.7284
C 3.5755 4.1102 1.7947
C 2.6906 3.5603 2.7093
C 2.2417 2.2564 2.5512
H 2.1175 -0.4608 2.1917
H 2.9181 -0.4255 0.6235
H 3.9531 1.4367 -0.2441
H 4.7529 3.7487 0.0366
H 3.9326 5.1216 1.9256
H 2.3615 4.1404 3.5607
H 1.5807 1.8366 3.2982
C -1.4993 -3.4333 1.4462
C -2.1011 -2.0745 1.7953
C -3.3045 -1.7998 0.8977
P -0.9029 -0.6682 1.9664
C 0.0033 -1.0049 3.5350
C 0.9556 -2.2106 3.4652
C -0.9209 -1.1423 4.7524
C -2.0037 0.7821 2.3262
C -1.3008 1.9061 3.0862
C -2.7310 1.3918 1.1215
H -2.2282 -4.2040 1.6987
H -0.5754 -3.6625 1.9670
H -1.3158 -3.5158 0.3763
H -2.4600 -2.1206 2.8316
H -2.9996 -1.5869 -0.1310
H -3.9293 -0.9838 1.2518
H -3.9265 -2.6950 0.8711
H 0.6015 -0.0987 3.6637
H 0.4518 -3.1109 3.8134
H 1.8039 -2.0418 4.1279
H 1.3444 -2.4136 2.4682
H -1.4294 -2.1059 4.7523
H -1.6714 -0.3581 4.8323
H -0.3153 -1.1050 5.6580
H -2.7571 0.3244 2.9781
H -0.4738 2.3180 2.5047
H -0.9200 1.6017 4.0589
H -2.0128 2.7148 3.2516
H -2.0893 2.1197 0.6299
H -3.6068 1.9323 1.4823
H -3.0725 0.6620 0.3877
C -2.1622 0.6499 -4.5140
C -2.1920 1.9301 -3.6941
N -1.5070 1.7854 -2.4012
C -0.2041 1.9504 -2.2022
S 0.3864 1.9440 -0.5264
N 0.6254 2.1959 -3.1875
C 2.0794 2.4072 -3.0618
C 2.8523 1.1098 -3.1862
H -2.6119 0.8199 -5.4905
H -2.7376 -0.1386 -4.0265
H -1.1420 0.2951 -4.6786
H -3.2144 2.2274 -3.4676
H -1.7459 2.7700 -4.2320
H -2.0690 1.7039 -1.5667
H 0.2518 2.1984 -4.1276
H 2.2638 2.8968 -2.1057
H 2.3508 3.1122 -3.8462
H 2.5764 0.4132 -2.3904
H 3.9199 1.3075 -3.1032
H 2.6740 0.6254 -4.1463
*
```

Properties
Gap between HOMO and LUMO (alpha / beta): 5.99 / 6.28 eV
⟨S²⟩: 0.7601
HOMO energy (alpha / beta): -13.66 / -13.61 eV

=====

(x)
The following is a DFT calculation (ωB97M-V with the def2-TZVPD basis set) of a structure of composition C25H47N2O3PReS.

The geometry in ORCA input format:
```
! RIJCOSX wB97M-V def2-TZVPD def2/J DEFGRID3
* xyz 2 2
Re -0.1904 -0.3450 -0.1746
C -3.5897 2.0955 0.2860
C -2.1109 2.3514 -0.0067
C -1.8770 3.7899 -0.3943
O -1.5983 1.4306 -1.0242
C -1.3443 1.9809 1.2220
O -1.1522 2.7034 2.1370
O -0.9161 0.6348 1.2588
H -4.1752 2.1546 -0.6367
H -3.9533 2.8653 0.9712
H -3.7542 1.1183 0.7520
H -2.5835 4.0871 -1.1770
H -0.8626 3.9304 -0.7609
H -2.0306 4.4340 0.4747
H -2.0290 1.5943 -1.8661
C 0.9842 -1.8921 0.5572
C 1.9649 -1.5695 1.6764
C 1.5422 -1.6382 2.9984
C 2.4552 -1.5072 4.0464
C 3.7959 -1.3050 3.7700
C 4.2176 -1.1974 2.4516
C 3.3016 -1.3204 1.4114
H 0.2935 -2.6675 0.8891
H 1.5140 -2.2542 -0.3393
H 0.4907 -1.8387 3.2176
H 2.1185 -1.5926 5.0753
H 4.5177 -1.2478 4.5807
H 5.2700 -1.0480 2.2301
H 3.6422 -1.2651 0.3776
C -1.8558 -4.3123 0.3420
C -2.5421 -3.0626 -0.2326
C -3.0451 -2.1661 0.9301
P -1.4835 -2.0943 -1.3956
C -2.6332 -1.5129 -2.7108
C -1.8990 -0.6262 -3.7300
C -3.8627 -0.8216 -2.0976
C -0.2878 -3.2102 -2.2188
C -0.9932 -4.2156 -3.1334
C 0.8332 -2.4417 -2.9699
H -2.6206 -4.9207 0.8316
H -1.1146 -4.0542 1.1035
H -1.3780 -4.9406 -0.4116
H -3.3859 -3.3661 -0.8485
H -2.2329 -1.6054 1.3931
H -3.4803 -2.7940 1.7113
H -3.8134 -1.4549 0.6143
H -2.9700 -2.4224 -3.2042
H -1.2360 0.1003 -3.2519
H -2.6296 -0.0796 -4.3357
H -1.2908 -1.2135 -4.4200
H -4.4266 -0.3183 -2.8882
H -3.5897 -0.0810 -1.3478
H -4.5397 -1.5385 -1.6286
H 0.1678 -3.7485 -1.3911
H -1.4275 -3.7252 -4.0092
H -1.7834 -4.7722 -2.6232
H -0.2595 -4.9410 -3.4935
H 0.6057 -2.3528 -4.0309
H 1.7803 -2.9801 -2.8832
H 1.0048 -1.4365 -2.6009
C 3.7597 2.9335 3.4947
C 2.2675 2.8479 3.1781
N 1.9324 1.9075 2.0820
C 2.0965 2.1915 0.8201
S 1.6345 1.1758 -0.5741
N 2.7038 3.3269 0.5051
C 3.0895 3.8123 -0.8542
C 1.9912 4.5691 -1.5793
H 3.9237 3.6775 4.2790
H 4.3550 3.2259 2.6232
H 4.1310 1.9771 3.8460
H 1.8584 3.8291 2.9226
H 1.7128 2.4990 4.0439
H 1.5324 1.0253 2.3310
H 2.9230 3.9373 1.2766
H 3.4154 2.9599 -1.4401
H 3.9511 4.4544 -0.7037
H 1.1540 3.9088 -1.8055
H 2.3815 4.9522 -2.5280
H 1.6349 5.4161 -0.9894
*
```

Properties
Gap between HOMO and LUMO (alpha / beta): 6.30 / 6.62 eV
⟨S²⟩: 0.7701
HOMO energy (alpha / beta): -14.05 / -13.99 eV

=====

Most stable to least stable: (w), (x)

=====

(w)
The following is a DFT calculation (ωB97M-V with the def2-TZVPD basis set) of a cluster of 2 separate species, C6H14NO in total.

The geometry in ORCA input format:
```
! RIJCOSX wB97M-V def2-TZVPD def2/J DEFGRID3
* xyz 1 1
C -2.7411 -0.4723 0.8583
C -1.6390 -0.8857 1.8113
C -0.4677 -1.5715 1.0955
C 0.3306 -0.7248 0.1778
C 0.3730 0.6130 0.1701
N 1.2244 1.2694 -0.7469
C 1.3944 2.5203 -0.8437
H -3.0444 -1.3455 0.2729
H -2.4405 0.3166 0.1822
H -3.6526 -0.1383 1.3509
H -1.9804 -1.4982 2.6376
H -1.1643 -0.0237 2.2954
H -0.8322 -2.4211 0.5151
H 0.1645 -2.0555 1.8469
H 1.0169 -1.2233 -0.5033
H -0.1057 1.2264 0.9193
H 1.8033 0.6597 -1.3592
H 0.8773 3.2068 -0.1906
H 2.1409 2.8823 -1.5333
H 2.6360 0.2753 -3.6151
H 3.3139 -0.7114 -2.6720
O 2.7927 0.1017 -2.6692
*
```

Properties
Gap between HOMO and LUMO: 9.31 eV
HOMO energy: -13.86 eV

=====

(x)
The following is a DFT calculation (ωB97M-V with the def2-TZVPD basis set) of a cluster of 2 separate species, C6H14NO in total.

The geometry in ORCA input format:
```
! RIJCOSX wB97M-V def2-TZVPD def2/J DEFGRID3
* xyz 1 1
C -0.4199 0.7359 -1.6890
C -0.6331 -0.6038 -1.0763
C 0.5754 -0.8532 -0.2548
C 1.8300 -0.4934 -0.6265
C 0.1111 -2.9006 1.1055
C 0.4948 -1.6022 1.0418
N -0.8145 1.9683 -0.5669
H -0.8921 0.7641 -2.6985
H 0.6100 1.1424 -1.8638
H -0.9285 -1.4989 -1.7477
H -1.4701 -0.7399 -0.4978
H 2.2216 -0.0884 -1.4940
H 2.7372 -0.8535 -0.1889
H -0.2660 -3.4015 0.2201
H 0.3654 -3.5719 1.8279
H 1.0913 -1.1235 1.8592
H -1.7263 2.0036 -0.3072
H -0.5830 2.8093 -1.0106
H -0.2348 1.9814 0.2941
H -0.6133 1.3131 2.5125
H -0.6008 2.8573 2.9433
O -0.8543 2.1554 2.2176
*
```

Properties
Gap between HOMO and LUMO: 9.33 eV
HOMO energy: -12.49 eV

=====

Most stable to least stable: (w), (x)

=====

(w)
The following is a DFT calculation (ωB97M-V with the def2-TZVPD basis set) of a structure of composition C17H23NO4.

The geometry in ORCA input format:
```
! RIJCOSX wB97M-V def2-TZVPD def2/J DEFGRID3
* xyz 0 1
C 7.4169 2.0953 1.4158
C 6.2670 1.3607 0.8499
C 6.4551 0.8933 -0.5800
C 5.1698 -0.0759 -1.0531
C 3.8813 0.5995 -1.4550
C 2.6557 -0.1931 -1.7613
C 2.1980 -1.2326 -0.5874
O 2.5650 -2.2592 -0.8944
N 1.5350 -0.5249 0.1739
H 1.2696 0.3421 0.1650
C 0.9526 -1.1607 1.3281
C -0.6046 -1.3446 1.0959
O -1.2356 -1.6895 2.0153
O -0.8629 -1.3551 -0.0476
C -2.2832 -1.3180 -0.4364
H -2.5169 -1.6117 -1.2239
C -2.6360 -0.0061 -0.0069
O -1.8610 0.9183 0.3000
C -4.0021 0.5932 -0.2294
C -4.5312 1.8233 0.3130
C -5.8757 2.1453 0.0376
C -6.8988 1.3354 -0.1496
C -6.4043 0.0727 -0.6143
C -5.1347 -0.3726 -0.4277
H -4.7959 -1.2529 -1.1345
H -7.0575 -0.7255 -1.0196
H -7.8093 1.3433 -0.3610
H -6.0874 3.3101 0.3815
H -3.8241 2.4322 0.6435
H -2.7997 -1.9961 0.4389
H 1.2783 -0.8690 2.2527
H 1.3980 -2.3921 1.0610
H 1.8865 0.5548 -2.0678
H 3.0183 -0.7897 -2.7129
H 3.5051 1.2215 -0.3882
H 4.1203 1.7402 -2.0173
H 5.4250 -0.5555 -2.1171
H 4.8903 -0.7866 -0.0122
H 7.1752 0.2232 -0.5436
H 6.3447 1.7513 -1.1609
H 5.9627 0.4768 1.7016
H 5.1342 2.1390 1.1064
H 7.5101 2.8764 0.6928
H 7.1707 2.3553 2.3582
H 8.1100 1.4766 1.2832
*
```

Properties
Gap between HOMO and LUMO: 8.00 eV
HOMO energy: -8.71 eV

=====

(x)
The following is a DFT calculation (ωB97M-V with the def2-TZVPD basis set) of an isolated molecule of C17H23NO4.

The geometry in ORCA input format:
```
! RIJCOSX wB97M-V def2-TZVPD def2/J DEFGRID3
* xyz 0 1
C -3.3511 3.6489 -3.1602
C -3.9093 3.3525 -1.7630
N -2.9989 3.5339 -0.6435
C -2.5818 4.9106 -0.4176
C -3.7532 5.8385 -0.1156
C -1.8591 2.6362 -0.6513
C -2.2822 1.1727 -0.5671
O -1.1508 0.4211 -0.1333
C -1.3301 -0.8973 -0.0325
O -2.3661 -1.4657 -0.2843
C -0.1168 -1.5876 0.4217
C 0.0548 -2.9223 0.6633
C 1.4039 -3.0752 1.0842
C 2.2007 -4.1545 1.4694
C 3.5098 -3.9106 1.8265
C 4.4224 -5.0345 2.2613
O 5.6932 -4.9918 1.6520
C 5.6590 -5.2612 0.2726
C 4.0305 -2.6070 1.7896
C 3.2705 -1.5250 1.4044
C 1.9492 -1.7723 1.0562
O 1.0217 -0.8805 0.6554
H -4.1306 3.4868 -3.9000
H -2.5162 2.9939 -3.3966
H -3.0174 4.6808 -3.2366
H -4.2629 2.3199 -1.7307
H -4.7740 3.9925 -1.5815
H -1.9236 4.8962 0.4558
H -1.9969 5.3148 -1.2613
H -4.4062 5.3789 0.6213
H -4.3309 6.0636 -1.0080
H -3.3765 6.7757 0.2866
H -1.2003 2.7776 -1.5243
H -1.2645 2.8460 0.2423
H -2.6173 0.7732 -1.5296
H -3.0946 1.0562 0.1585
H -0.6929 -3.6801 0.5523
H 1.7926 -5.1538 1.4882
H 3.9390 -6.0043 2.0681
H 4.6215 -4.9516 3.3350
H 5.2468 -6.2591 0.0761
H 5.0600 -4.5200 -0.2690
H 6.6891 -5.2202 -0.0753
H 5.0650 -2.4694 2.0659
H 3.6744 -0.5262 1.3745
*
```

Properties
Gap between HOMO and LUMO: 8.78 eV
HOMO energy: -8.56 eV

=====

Most stable to least stable: (x), (w)